C2HF5NO5PtS2 | ωB97M-V/def2-TZVPD

Element x y z (Å)
N (-0.66, 0.43, 0.82)
S (-1.23, -0.92, 1.55)
O (-2.64, -0.73, 1.84)
O (-0.90, -2.12, 0.68)
C (0.01, -1.36, 2.93)
F (0.34, -0.22, 3.58)
F (-0.72, -2.10, 3.81)
S (0.73, 0.45, 0.05)
O (1.56, -0.79, 0.17)
O (1.43, 1.73, 0.13)
Pt (0.98, -2.21, 1.22)
C (-0.07, 0.45, -1.69)
F (-1.37, 0.20, -1.70)
F (0.13, 1.64, -2.23)
F (0.54, -0.47, -2.40)
O (1.00, 3.40, -4.66)
H (0.86, 2.61, -4.09)

Its expectation value of S² is 3.76. The total charge is 0. Its multiplicity is 4. The value obtained for the energy above the lowest of the compared OMol25 structures with the same formula, charge and spin is 0.00 kcal/mol.